No. 1
C37H36N4Zn | ωB97M-V/def2-TZVPD

CARTESIAN COORDINATES (ANGSTROEM)
Zn -0.574 -0.359 -0.978
C -3.369 -0.270 0.653
C -3.922 -1.344 -0.253
C -3.047 -1.767 -1.446
N -1.632 -2.052 -1.152
C -1.326 -3.208 -0.586
C -2.169 -4.365 -0.605
C -2.247 -5.554 0.146
C -1.449 -5.930 1.206
C -0.549 -5.091 1.920
C 0.025 -3.943 1.422
C -0.018 -3.384 0.098
N 1.077 -2.891 -0.325
C 1.346 -2.616 -1.735
C 2.293 -1.459 -1.775
C 1.876 -0.461 -2.878
N 0.488 0.023 -2.705
C 0.007 0.966 -3.515
C 0.627 1.137 -4.799
C 0.475 2.126 -5.737
C -0.414 3.212 -5.600
C -1.633 3.274 -4.871
C -2.107 2.363 -3.927
C -1.285 1.543 -3.084
N -1.729 1.083 -1.906
C -3.010 1.606 -1.412
C -3.311 1.176 0.061
H -2.399 -0.529 1.081
H -4.070 -0.150 1.479
H -4.891 -1.080 -0.605
H -4.114 -2.263 0.323
H -3.097 -1.006 -2.233
H -3.501 -2.734 -1.877
H -2.995 -4.301 -1.335
H -3.108 -6.143 -0.213
H -1.596 -6.920 1.664
H -0.187 -5.464 2.898
H 0.722 -3.440 2.138
H 0.500 -2.534 -2.438
H 1.844 -3.536 -2.091
H 3.322 -1.789 -1.945
H 2.385 -0.991 -0.779
H 1.984 -1.016 -3.863
H 2.616 0.367 -2.871
H 1.399 0.441 -4.970
H 1.118 2.065 -6.617
H -0.179 4.077 -6.193
H -2.259 4.111 -5.234
H -3.142 2.414 -3.710
H -3.851 1.334 -2.068
H -3.028 2.726 -1.450
H -4.240 1.698 0.444
H -2.538 1.699 0.703
C 0.230 0.102 0.866
C 0.874 0.741 1.714
C 1.717 1.404 2.630
C 2.023 2.797 2.317
C 1.050 3.654 1.747
C 1.252 5.003 1.677
C 2.481 5.527 1.982
C 3.499 4.751 2.471
C 3.265 3.366 2.577
C 2.210 0.723 3.797
C 1.856 -0.654 3.950
C 2.466 -1.389 4.923
C 3.244 -0.766 5.886
C 3.453 0.595 5.857
C 2.899 1.366 4.846
H 0.198 3.182 1.307
H 0.422 5.682 1.420
H 2.629 6.582 1.737
H 4.498 5.126 2.673
H 4.158 2.747 2.855
H 1.282 -1.163 3.158
H 2.451 -2.500 4.943
H 3.667 -1.290 6.731
H 4.044 1.132 6.595
H 3.015 2.434 4.887

E_tot   -3429.70001 hartree
HOMO   0.49 eV
Total charge   -2
LUMO energy   4.288 eV

=====

No. 2
C3H10O2SSi | ωB97M-V/def2-TZVPD

CARTESIAN COORDINATES (ANGSTROEM)
C -1.456 -1.551 0.715
C -1.615 -0.406 -0.279
C -0.287 -0.014 -0.924
O 3.694 -0.155 -0.288
O 0.641 0.404 0.037
Si 1.177 1.912 0.346
S 2.795 -1.253 0.099
H -1.030 -2.425 0.227
H -0.797 -1.254 1.527
H -2.421 -1.825 1.134
H -2.025 0.465 0.237
H -2.309 -0.692 -1.073
H 0.143 -0.880 -1.443
H -0.458 0.776 -1.661
H 0.058 2.848 0.455
H 2.053 2.385 -0.726
H 1.836 1.667 1.617

Multiplicity   3
E_tot   -958.40865 hartree
HOMO (alpha / beta)   -8.91 / -10.47 eV
LUMO energy (alpha / beta)   0.882 / -0.881 eV

=====

No. 3
C2H7N3O | ωB97M-V/def2-TZVPD

CARTESIAN COORDINATES (ANGSTROEM)
N 1.581 -1.105 0.644
O 0.400 -1.451 -0.140
H 0.642 0.655 -1.527
H 1.515 -0.078 0.705
H 1.405 -1.491 1.571
C 0.112 1.528 -1.044
C -0.791 -0.990 0.426
N 0.408 1.826 0.176
N -1.923 -1.239 -0.123
H -0.206 2.590 0.496
H -1.753 -1.766 -0.986
H -0.712 2.010 -1.596
H -0.678 -0.490 1.397

E_tot   -319.80369 hartree
HOMO   -10.21 eV
SMILES   [H]/N=C\ON.C=N
LUMO energy   0.939 eV

=====

No. 4
C6H4 | ωB97M-V/def2-TZVPD

CARTESIAN COORDINATES (ANGSTROEM)
C 1.140 0.703 1.588
C 0.081 1.037 0.871
C 1.126 -0.201 0.369
C 0.322 0.133 -0.788
C -0.840 1.019 -0.276
C 0.305 -1.289 -0.334
H -1.721 0.360 -0.345
H -1.031 2.013 -0.660
H 1.030 -1.991 -0.837
H -0.412 -1.785 0.412

E_tot   -230.71147 hartree
HOMO   -8.79 eV
LUMO energy   -0.171 eV

=====

What is the E_tot in the fourth record? -230.71147 hartree

=====

Which of these has the highest E_tot? C6H4

=====

Number 3 is which compound? C2H7N3O

=====

Which of these has the lowest E_tot? C37H36N4Zn